A:
72
Properties=species:S:1:pos:R:3 method="wB97M-V/def2-TZVPD" e_lumo_ev=-5.5 smiles="Cc1ccc([C@@H](C/C(=[NH+]/C(=O)OCc2ccccc2)c2ccccc2)c2ccc(Oc3ccccc3)cc2)cc1" homo_lumo_gap_ev=5.181 charge=+1
C 2.03477 4.66602 1.87233
C 1.44322 3.56885 1.06301
C 2.30718 2.86532 0.22694
C 1.89174 1.74419 -0.45297
C 0.56761 1.25524 -0.24531
C 0.04654 -0.02575 -0.76205
C -0.86490 -0.89424 0.27052
C -0.40312 -1.13232 1.60096
N 0.73094 -1.91110 1.84084
C 1.84726 -1.11841 2.07620
O 1.80159 0.03517 2.49159
O 2.95793 -1.82283 1.82710
C 4.14883 -1.00323 2.01007
C 5.21140 -2.04943 2.01759
C 5.62240 -2.55405 0.78425
C 6.57752 -3.56869 0.74494
C 7.07657 -4.10947 1.93744
C 6.61273 -3.63184 3.17043
C 5.65549 -2.61401 3.21662
C -1.06928 -0.61779 2.80989
C -2.32727 0.04096 2.82826
C -2.80733 0.64400 4.00453
C -2.06930 0.58463 5.19310
C -0.86720 -0.13750 5.21214
C -0.42213 -0.78898 4.05521
C -0.94867 0.09872 -1.87983
C -1.96213 1.09162 -1.97605
C -3.18221 0.74246 -2.56202
C -3.25324 -0.46708 -3.27669
O -4.42755 -0.96324 -3.83670
C -5.05368 -0.19330 -4.80908
C -4.98931 -0.61990 -6.13831
C -5.37475 0.27668 -7.13158
C -5.90795 1.52184 -6.78430
C -6.05511 1.88146 -5.44230
C -5.63625 1.01181 -4.43771
C -2.15275 -1.33909 -3.40268
C -0.96808 -0.98696 -2.79430
C -0.32797 2.03916 0.50069
C 0.11377 3.15895 1.19034
H 1.26108 5.35514 2.26121
H 2.59135 4.27336 2.74416
H 2.76460 5.23498 1.26976
H 3.35073 3.17745 0.19305
H 2.57568 1.19276 -1.10899
H 0.82666 -0.77186 -0.95464
H -1.95800 -0.70336 0.32557
H -0.74059 -1.83823 -0.37975
H 0.91081 -2.74741 1.28076
H 4.22777 -0.33002 1.14304
H 4.04802 -0.43801 2.94239
H 5.16640 -2.14697 -0.11795
H 6.92311 -3.92282 -0.23015
H 7.80943 -4.91351 1.89828
H 7.00136 -4.05122 4.10445
H 5.23506 -2.26138 4.15990
H -2.92215 0.06640 1.91576
H -3.76524 1.17986 3.94824
H -2.43819 1.12388 6.06974
H -0.28652 -0.15972 6.14030
H 0.46345 -1.41073 4.17773
H -1.89545 2.05443 -1.48459
H -4.08594 1.33588 -2.39732
H -4.61342 -1.62584 -6.34853
H -5.26315 -0.02469 -8.17137
H -6.23835 2.19687 -7.57536
H -6.49299 2.83882 -5.16744
H -5.75270 1.25820 -3.38039
H -2.28495 -2.30235 -3.90103
H -0.09838 -1.63683 -2.87845
H -1.34482 1.65155 0.62155
H -0.55197 3.66749 1.88688


B:
72
Properties=species:S:1:pos:R:3 method="wB97M-V/def2-TZVPD" e_lumo_ev=-4.7 homo_lumo_gap_ev=4.896 charge=+1
C 2.86101 4.01071 0.38743
C 2.43065 3.12388 1.38703
C 1.14831 2.58166 1.33321
C 0.27684 2.90243 0.27325
C -1.08665 2.25959 0.26985
C -1.97619 2.49194 -0.79528
N -3.26379 1.98101 -0.86244
C -3.84971 1.26593 0.15878
C -5.13291 0.77045 0.04504
C -5.87209 0.98889 -1.11629
C -5.26210 1.69894 -2.15935
C -3.97690 2.17915 -2.02919
O -1.36443 1.51254 1.24668
C 0.70882 3.80460 -0.70697
C 1.99402 4.35135 -0.65910
H 3.86207 4.43728 0.43242
H 3.08129 2.85367 2.22088
H 0.81212 1.90246 2.11882
H -1.71136 3.13528 -1.62785
H -3.23631 1.11995 1.03362
H -5.51745 0.22323 0.90322
H -6.89253 0.62526 -1.20798
H -5.77461 1.89263 -3.09940
H -3.43538 2.73770 -2.78897
H 0.02605 4.07665 -1.50934
H 2.30913 5.04247 -1.44121
C 7.24900 0.45773 1.38360
O 6.75139 -0.28279 0.23960
C 5.42524 -0.58416 0.23965
C 4.89950 -1.18297 -0.93311
C 3.54820 -1.44598 -1.01190
C 2.68966 -1.18285 0.08605
C 1.25427 -1.42250 0.02926
C 0.55807 -1.17541 -1.17444
C -0.78000 -1.44969 -1.37931
C -1.49227 -1.22438 -2.60645
C -2.87802 -1.52566 -2.67169
C -3.60180 -1.30361 -3.83358
C -2.96093 -0.78484 -4.97076
C -1.59146 -0.48522 -4.92896
C -0.85851 -0.70386 -3.76406
C 0.58562 -1.94178 1.22421
C 1.16766 -2.99470 1.98234
C 0.52236 -3.53981 3.06885
C -0.73073 -3.01409 3.47784
O -1.32300 -3.58920 4.55744
C -2.54150 -2.96953 5.04087
C -1.30242 -1.92766 2.77544
C -0.64251 -1.42840 1.66590
C 3.24496 -0.63214 1.26275
C 4.58452 -0.30568 1.34580
H 8.30948 0.59312 1.16979
H 6.74580 1.43433 1.47362
H 7.11611 -0.11188 2.31687
H 5.57744 -1.40254 -1.75742
H 3.12960 -1.89892 -1.91149
H 1.15762 -0.78209 -1.99903
H -1.34403 -1.93583 -0.58343
H -3.35691 -1.93186 -1.77731
H -4.66827 -1.53669 -3.85448
H -3.52992 -0.61918 -5.88532
H -1.08980 -0.08033 -5.81054
H 0.20808 -0.47876 -3.73126
H 2.13156 -3.39476 1.66703
H 0.95466 -4.36155 3.63731
H -2.80620 -3.56608 5.91409
H -2.37047 -1.91949 5.32761
H -3.33962 -3.01803 4.28371
H -2.25516 -1.48537 3.08735
H -1.08678 -0.58421 1.14892
H 2.60381 -0.40950 2.11734
H 4.97782 0.15913 2.25444


Most stable structure: B


A:
45
Properties=species:S:1:pos:R:3 method="wB97M-V/def2-TZVPD" e_lumo_ev=2.4 homo_lumo_gap_ev=1.925 charge=-2
C 4.05456 -0.10891 -1.14179
C 2.66700 0.80570 -0.98060
C 2.34891 1.72998 -2.31088
C 1.44319 3.06658 -1.99352
O 0.15888 3.10809 -2.76614
C -0.80609 2.46999 -1.81037
C -1.74353 3.39323 -0.80367
C -2.76930 2.64188 0.28048
C -2.84465 1.00497 0.33448
C -1.89766 0.10494 -0.70661
C -0.87958 0.80094 -1.78684
C -2.00281 -1.55894 -0.57489
O -1.94298 -2.38863 -1.63934
C -2.22215 -2.10576 0.99040
C -1.47035 -3.49862 1.50510
N -1.79664 -4.70653 0.65435
C -0.59233 -5.25203 -0.08091
C -3.08859 -1.28788 1.93106
O -3.30353 -1.73050 3.34428
N -2.59808 -0.83916 4.10755
O -1.42234 -1.17912 4.07213
C -3.79215 0.13425 1.40226
O -5.01434 0.54412 1.77705
H 4.14758 -0.59749 -2.21826
H 4.01694 -1.02934 -0.38392
H 5.02348 0.51408 -0.88787
H 2.85946 1.49238 -0.02902
H 1.78952 0.06831 -0.69633
H 3.35550 2.07460 -2.79842
H 1.77560 1.02142 -3.08164
H 1.14810 3.06041 -0.85891
H 2.09176 4.05061 -2.15742
H -1.75211 4.56758 -0.77990
H -3.43843 3.24126 1.04465
H -0.17812 0.20318 -2.54412
H -0.30495 -3.28406 1.36579
H -1.60890 -3.68246 2.67312
H -2.56564 -4.46819 -0.02090
H -0.76675 -6.41668 -0.27210
H 0.42597 -5.15713 0.50196
H -0.44715 -4.74974 -1.13626
C 3.50673 3.47920 2.16490
O 4.01179 3.32359 3.26601
O 3.78640 2.82486 1.15385
O 2.63774 4.31501 1.89123


B:
45
Properties=species:S:1:pos:R:3 method="wB97M-V/def2-TZVPD" e_lumo_ev=2.8 homo_lumo_gap_ev=1.834 charge=-2
C 4.44040 0.33541 -0.97792
C 3.07052 0.96398 -0.75121
C 2.43782 1.54130 -2.01543
C 1.49216 2.69543 -1.66337
O 0.15097 2.52709 -2.21437
C -0.71006 1.93377 -1.35638
C -1.43424 2.72442 -0.45522
C -2.32262 2.13571 0.42485
C -2.48142 0.75076 0.44117
C -1.75580 -0.03899 -0.46253
C -0.88576 0.55419 -1.36915
C -1.92188 -1.51072 -0.42599
O -1.75780 -2.21197 -1.41505
C -2.27714 -2.09042 0.90225
C -1.83256 -3.48950 1.22740
N -2.36290 -4.51886 0.32412
C -1.35943 -5.26789 -0.41441
C -2.98019 -1.31469 1.75748
O -3.39122 -1.76655 2.97842
N -2.56693 -1.04427 4.05549
O -1.51991 -1.50973 4.13966
C -3.37646 0.09066 1.40881
O -4.35566 0.62024 1.90182
H 4.47107 -0.27610 -1.88819
H 4.71436 -0.31653 -0.14538
H 5.19906 1.11589 -1.04587
H 3.15847 1.83054 -0.08384
H 2.40270 0.23731 -0.27334
H 3.22944 1.92282 -2.66509
H 1.90361 0.77297 -2.58585
H 1.42679 2.82176 -0.58205
H 1.85801 3.64308 -2.04722
H -1.27462 3.79269 -0.42994
H -2.88002 2.73319 1.13294
H -0.32702 -0.04152 -2.07849
H -0.73719 -3.49353 1.18242
H -2.10468 -3.70688 2.26030
H -2.97968 -4.07075 -0.33593
H -1.75001 -6.24592 -0.70468
H -0.49157 -5.44212 0.22089
H -1.01756 -4.75078 -1.31661
C 3.22936 4.34736 1.35007
O 3.78123 4.61043 2.46548
O 3.75572 3.47375 0.54030
O 2.13261 4.93296 0.98962


Most stable structure: B


A:
13
Properties=species:S:1:pos:R:3 method="wB97M-V/def2-TZVPD" e_lumo_ev=-0.7 smiles="CC(=S)c1cscn1" homo_lumo_gap_ev=7.606 charge=0
C 0.57377 -0.81664 1.38186
C 0.32823 -1.15034 -0.17671
S 0.72842 -2.63740 -0.66476
C -0.30676 -0.28454 -1.10586
C -0.65963 1.02457 -0.87572
S -0.79989 1.80519 -2.41045
C -0.73141 0.20132 -3.18759
N -0.48820 -0.72059 -2.35912
H -0.37219 -1.10707 1.86945
H 0.79751 0.27889 1.77205
H 1.35728 -1.47673 1.83167
H -0.48009 1.55612 -0.00528
H -1.08307 0.12314 -4.16526


B:
13
Properties=species:S:1:pos:R:3 method="wB97M-V/def2-TZVPD" e_lumo_ev=-0.3 smiles="S=C1NC=C/C1=C/S" homo_lumo_gap_ev=7.408 charge=0
S 0.29459 -0.04201 -1.97359
C -0.00307 -0.76269 -0.52798
N -0.08138 -2.08617 -0.33924
C -0.31959 -2.41598 1.00933
C -0.42023 -1.29718 1.74024
C -0.14850 -0.18646 0.82864
C -0.06996 1.11914 1.17423
S 0.16375 2.45332 0.13669
H 0.02844 -2.73865 -1.08973
H -0.41646 -3.45817 1.33670
H -0.66580 -1.23647 2.81095
H -0.12143 1.35446 2.24792
H 0.17952 3.35993 1.11244


Most stable structure: B